[1]
Molecular formula: C48H45N2
Method: DFT, ωB97M-V with the def2-TZVPD basis set

Geometry as XYZ:
```
95
Properties=species:S:1:pos:R:3:forces:R:3:lowdin_charge:R:1
C -6.222168 4.238612 3.058285 0.20 -0.08 0.02 -0.08
C -5.214186 4.687362 2.200379 -0.14 -0.35 0.00 -0.07
C -4.179372 3.826442 1.808460 -0.10 0.10 0.34 -0.03
C -4.074554 2.535334 2.350310 -0.28 0.05 -0.38 -0.17
C -2.898477 1.587054 2.027406 -0.13 -0.33 -0.39 -0.23
C -3.391056 0.427337 1.143876 0.09 0.41 -0.44 -0.18
C -4.633222 0.459301 0.502776 0.04 -0.33 -0.05 -0.01
C -5.049113 -0.622056 -0.281918 0.18 0.05 0.03 -0.07
C -4.231497 -1.742093 -0.436056 0.08 -0.01 0.09 -0.09
C -2.967846 -1.764463 0.168098 -0.23 0.47 -0.03 -0.07
C -2.538616 -0.654562 0.903531 -0.05 -0.57 -0.25 -0.05
C -1.746516 2.353602 1.358619 -0.64 0.35 -0.31 -0.18
C -1.247895 2.013767 0.098150 0.33 0.22 0.08 -0.02
C -0.148055 2.703119 -0.429860 -0.23 0.12 0.23 -0.08
C 0.391339 3.795776 0.248065 0.01 -0.07 -0.03 -0.08
C -0.174838 4.202538 1.460922 -0.24 -0.17 0.07 -0.07
C -1.242730 3.488912 2.013909 0.53 0.08 -0.38 -0.07
C -2.352936 0.985104 3.371913 0.47 0.38 0.86 -0.19
C -3.285434 -0.023693 4.060736 -0.28 0.02 0.06 -0.13
C -2.412551 -1.106575 4.690338 0.16 -0.15 0.36 -0.14
C -1.020872 -0.953795 4.082910 0.09 -0.35 -0.49 -0.14
N -1.081793 0.264853 3.268458 -0.48 -0.36 0.27 -0.11
C 0.089852 0.855440 2.913496 1.49 -0.27 -0.65 -0.11
C 1.148842 0.177910 2.352321 -1.63 0.39 1.32 -0.04
C 2.462376 0.758397 2.243687 1.09 0.57 -0.16 -0.23
C 3.551111 0.004386 1.738452 -0.56 0.65 0.05 -0.06
C 4.733547 0.644379 1.378491 0.14 0.43 0.13 -0.10
C 4.863712 2.035430 1.536582 -0.12 -0.22 -0.16 -0.10
C 3.834968 2.769520 2.145488 0.17 -0.49 0.10 -0.09
C 2.685990 2.119572 2.579168 0.20 -0.35 -0.49 -0.04
C -5.155193 2.065213 3.109042 -0.31 0.30 0.29 -0.05
C -6.196330 2.912128 3.498021 0.18 0.05 -0.29 -0.06
H -7.036935 4.900925 3.358665 0.31 -0.17 -0.08 0.11
H -5.230089 5.711257 1.826329 -0.05 -0.30 0.01 0.11
H -3.457905 4.182267 1.069498 -0.14 -0.10 0.43 0.12
H -5.285198 1.329591 0.598259 0.21 -0.33 0.04 0.12
H -6.021179 -0.570924 -0.772723 0.26 -0.09 0.09 0.11
H -4.562688 -2.584615 -1.046164 0.05 0.22 0.23 0.10
H -2.310562 -2.629359 0.062817 -0.17 0.25 -0.09 0.10
H -1.510797 -0.613031 1.263025 -0.38 -0.15 0.06 0.11
H -1.703847 1.212433 -0.489220 0.22 0.24 0.35 0.11
H 0.270937 2.378745 -1.384647 -0.08 0.20 0.21 0.08
H 1.238862 4.345330 -0.171563 -0.29 -0.23 0.17 0.11
H 0.214457 5.077500 1.984799 -0.09 -0.24 -0.19 0.11
H -1.687425 3.822020 2.957917 0.22 -0.18 -0.35 0.13
H -2.198573 1.842667 4.059596 -0.15 -0.11 -0.26 0.16
H -3.875979 0.511682 4.810875 0.06 -0.34 -0.12 0.12
H -3.969830 -0.486183 3.339913 0.18 0.17 0.15 0.11
H -2.353787 -0.968772 5.774362 -0.04 -0.08 -0.15 0.11
H -2.806319 -2.110405 4.503354 -0.03 0.22 0.09 0.11
H -0.240380 -0.892322 4.860952 -0.16 0.20 -0.35 0.13
H -0.756546 -1.804189 3.438133 -0.11 0.01 0.19 0.11
H 0.168545 1.929020 3.127740 0.02 -0.53 -0.15 0.11
H 1.005024 -0.851967 2.019888 0.06 0.10 0.27 0.10
H 3.436496 -1.078118 1.636202 0.07 0.33 -0.10 0.09
H 5.560442 0.061954 0.965706 -0.21 0.21 0.14 0.10
H 5.765646 2.546464 1.194429 -0.24 -0.21 0.14 0.10
H 3.929852 3.846285 2.291495 0.10 -0.31 0.06 0.11
H 1.936698 2.673820 3.141789 0.16 -0.06 -0.34 0.10
H -5.235813 1.013958 3.381449 0.10 0.52 -0.03 0.10
H -6.985372 2.516143 4.139531 0.15 0.16 -0.26 0.11
C 1.444142 1.555350 -6.246579 -0.36 0.47 -0.26 0.02
N 1.814611 0.457273 -5.373674 -1.15 -0.12 1.76 -0.06
C 1.319478 0.248141 -4.124884 1.02 0.12 -1.12 0.08
C 1.924704 -0.914880 -3.567088 0.12 -0.40 0.51 -0.11
C 1.691069 -1.426034 -2.280658 -0.28 0.40 -0.94 0.12
C 1.966525 -2.771271 -1.879917 0.16 -1.11 0.57 -0.20
C 1.914891 -3.891195 -2.765859 0.22 0.27 0.09 -0.02
C 2.331601 -5.151144 -2.357924 -0.13 0.35 -0.19 -0.02
C 2.858935 -5.350873 -1.074140 -0.08 0.33 0.03 -0.24
C 3.454680 -6.668790 -0.694904 0.12 -0.25 0.26 -0.04
C 2.808251 -4.291310 -0.154850 -0.05 -0.09 -0.02 -0.01
C 2.304882 -3.055645 -0.523894 -0.03 0.45 -0.43 0.01
C 2.867104 -1.401091 -4.590561 -0.16 0.34 -0.84 -0.10
C 3.846321 -2.385660 -4.657783 0.42 -0.21 -0.41 -0.01
C 4.592460 -2.531524 -5.843756 -0.12 0.14 0.43 -0.05
C 4.418236 -1.671776 -6.941320 -0.49 0.20 0.27 -0.05
C 3.471718 -0.642705 -6.878134 0.23 -0.31 0.06 0.01
C 2.735478 -0.536212 -5.705709 0.33 -0.37 0.50 -0.16
H 2.038033 1.497789 -7.163830 -0.25 0.09 0.32 0.09
H 0.377426 1.493694 -6.501551 0.33 -0.01 0.02 0.11
H 1.635462 2.519943 -5.756387 0.00 -0.34 -0.13 0.11
H 0.560066 0.898901 -3.692441 0.27 -0.16 -0.17 0.15
H 1.269239 -0.736004 -1.538736 0.06 -0.28 -0.15 0.14
H 1.542922 -3.749409 -3.779718 0.10 -0.02 0.21 0.13
H 2.283392 -6.000748 -3.045240 -0.02 0.37 0.17 0.13
H 3.809237 -6.646337 0.340608 -0.06 -0.07 -0.21 0.08
H 2.729677 -7.487405 -0.790359 0.10 0.21 -0.02 0.10
H 4.308691 -6.917999 -1.338828 -0.20 0.10 0.09 0.10
H 3.177157 -4.458908 0.860163 -0.22 0.12 -0.30 0.12
H 2.215009 -2.251866 0.206108 0.17 -0.15 -0.12 0.09
H 4.034811 -3.017782 -3.791698 0.03 0.01 -0.39 0.11
H 5.337885 -3.327886 -5.909579 -0.24 0.32 0.08 0.11
H 5.020824 -1.791474 -7.840205 -0.16 -0.04 0.25 0.11
H 3.300892 0.048390 -7.703095 0.26 -0.29 0.17 0.11
```
Positions in Å, forces in eV/Å.

largest force on an atom	0.0415	Eh/bohr
net charge	+1
ΔE to the lowest compared entry with this formula, charge and spin	36.5	kJ/mol
frontier orbital gap	4.107	eV
highest occupied orbital energy	-8.94	eV

---

[2]
Molecular formula: C5H6O
Method: DFT, ωB97M-V with the def2-TZVPD basis set

Geometry as XYZ:
```
12
Properties=species:S:1:pos:R:3:forces:R:3:lowdin_charge:R:1
C 2.262476 0.263364 0.808766 -0.30 -0.21 -0.30 0.12
C 1.467654 -0.237096 0.055841 0.34 0.24 0.36 -0.15
C 0.417999 -0.818701 -0.782243 0.01 -0.09 -0.01 -0.14
C -0.964530 -0.577935 -0.166711 -0.23 -0.14 0.05 -0.45
C -1.290388 0.843345 0.234757 -0.07 0.03 0.00 -0.02
O -1.740680 -1.491582 -0.013431 0.29 0.34 -0.11 0.09
H 2.966848 0.699529 1.482012 -0.08 -0.08 -0.14 0.03
H 0.433829 -0.355273 -1.778704 0.00 -0.04 0.16 0.13
H 0.551524 -1.896722 -0.909388 0.01 0.16 0.05 0.12
H -2.366618 1.004953 0.150819 0.13 -0.04 0.02 0.09
H -0.740604 1.576837 -0.362261 -0.08 -0.13 0.07 0.08
H -0.997507 0.989277 1.280546 -0.02 -0.05 -0.14 0.09
```
Positions in Å, forces in eV/Å.

largest force on an atom	0.0106	Eh/bohr
SMILES	C#CCC(C)=O
ΔE to the lowest compared entry with this formula, charge and spin	149.7	kJ/mol
frontier orbital gap	10.558	eV
highest occupied orbital energy	-9.68	eV

---

[3]
Molecular formula: C6H10O
Method: DFT, ωB97M-V with the def2-TZVPD basis set

Geometry as XYZ:
```
17
Properties=species:S:1:pos:R:3:forces:R:3:lowdin_charge:R:1
C 0.501321 -1.845410 -0.787324 0.03 -0.01 0.00 -0.07
C -0.514933 -0.731242 -0.553017 -0.04 -0.07 -0.07 -0.30
C -0.817854 -0.310157 0.921834 -0.05 -0.04 0.13 -0.05
C -0.334498 1.098369 0.588026 0.07 -0.22 -0.07 -0.47
O -0.945820 2.254476 1.046338 0.08 0.08 0.22 0.03
C 1.063053 1.102994 0.052300 0.18 0.04 0.12 -0.03
C -0.080582 0.708896 -0.845947 -0.09 0.06 -0.24 -0.15
H 0.015787 -2.827350 -0.792371 0.08 0.13 0.04 0.07
H 1.267758 -1.864113 -0.003492 -0.10 0.04 -0.14 0.07
H 1.014175 -1.715128 -1.747435 -0.13 -0.05 0.11 0.08
H -1.447873 -0.957934 -1.079768 0.15 0.04 0.07 0.13
H -0.282319 -0.849075 1.713692 -0.04 0.09 -0.11 0.11
H -1.888756 -0.316768 1.143415 0.14 -0.01 -0.04 0.12
H -0.503569 2.510787 1.866559 -0.13 0.03 -0.15 0.11
H 1.447569 2.102096 -0.138616 -0.06 -0.16 0.03 0.11
H 1.812729 0.378277 0.368622 -0.16 0.09 -0.02 0.10
H -0.306188 1.261281 -1.752816 0.06 -0.06 0.14 0.14
```
Positions in Å, forces in eV/Å.

largest force on an atom	0.0051	Eh/bohr
SMILES	C[C@H]1C[C@@]2(O)C[C@@H]12
ΔE to the lowest compared entry with this formula, charge and spin	127.7	kJ/mol
frontier orbital gap	10.488	eV
highest occupied orbital energy	-9.51	eV

---

[4]
Molecular formula: C2H4N2OS
Method: DFT, ωB97M-V with the def2-TZVPD basis set

Geometry as XYZ:
```
10
Properties=species:S:1:pos:R:3:forces:R:3:lowdin_charge:R:1
N -1.174020 -0.772079 0.123707 1.96 -3.78 0.93 0.10
C -0.071959 0.039556 -0.151642 -5.23 -0.61 -0.47 -0.66
C -0.199086 1.106790 -1.104370 1.77 1.95 -2.47 -0.58
S -0.902508 0.748001 -2.561259 0.62 1.27 1.52 0.68
N 0.910623 0.303001 0.510638 5.98 -0.66 5.41 0.04
O 1.293118 -0.652212 1.649292 1.60 3.71 0.49 -0.15
H -1.737738 -1.137129 -0.674732 1.00 0.85 0.61 0.08
H -0.729563 -1.640758 0.646795 -1.68 2.15 -1.12 0.14
H 0.605940 2.025716 -0.707542 -2.78 -2.26 -1.81 0.16
H 2.005193 -0.020885 2.269113 -3.23 -2.60 -3.09 0.19
```
Positions in Å, forces in eV/Å.

largest force on an atom	0.1574	Eh/bohr
SMILES	N/C(C=S)=N\O
ΔE to the lowest compared entry with this formula, charge and spin	500.3	kJ/mol
frontier orbital gap	8.277	eV
highest occupied orbital energy	-9.20	eV

---

[5]
Molecular formula: C12H30Br4HfO9S2
Method: DFT, ωB97M-V with the def2-TZVPD basis set

Geometry as XYZ:
```
58
Properties=species:S:1:pos:R:3:forces:R:3:lowdin_charge:R:1
Hf 0.744463 1.154183 0.299091 0.01 0.15 -0.53 1.09
Br 0.342588 -1.562190 1.000216 0.05 1.43 -0.25 0.03
Br 3.519117 0.420345 0.080922 -1.50 0.61 0.09 -0.02
Br 0.147076 3.071999 -1.763065 0.54 -1.03 1.17 0.01
Br -1.280376 2.385980 1.826847 1.05 -0.72 -0.65 0.02
O -1.379322 0.562493 -0.735016 0.41 -0.08 -0.03 -0.58
S -2.547158 0.060026 -1.393442 -0.42 -1.22 0.84 0.58
O -2.875499 0.407734 -2.730172 0.07 0.31 -0.03 -0.23
O -2.378053 -1.547090 -1.328524 0.33 1.18 0.20 -0.28
C -3.481349 -2.390970 -1.681594 -0.26 -0.39 0.23 -0.27
C -2.937975 -3.783552 -1.951605 0.51 0.37 -0.96 -0.05
C -3.950736 0.369036 -0.335474 -0.63 -0.87 -0.03 -0.11
H -3.968575 -2.054513 -2.599762 0.09 0.26 0.04 0.12
H -4.207102 -2.336175 -0.867519 0.00 -0.26 0.02 0.11
H -2.278766 -3.653473 -2.815539 -0.07 -0.15 -0.17 0.07
H -3.746233 -4.434056 -2.280887 -0.01 -0.12 0.23 0.08
H -2.288150 -4.266445 -1.225133 -0.48 0.26 0.59 0.09
H -4.104807 1.422956 -0.128145 0.27 0.11 -0.31 0.08
H -3.941137 -0.179657 0.607990 0.83 0.12 0.00 0.09
H -4.807594 -0.077024 -0.847152 0.00 0.48 -0.30 0.07
O 2.642256 -0.609710 -3.643079 -0.48 -0.25 0.09 -0.25
S 1.401856 -0.881012 -2.986950 -0.34 -0.39 -0.28 0.60
O 1.009304 -0.047660 -1.878960 -0.31 -0.05 -0.06 -0.54
O 0.167496 -0.790033 -4.047134 1.12 0.21 1.67 -0.25
C 0.346749 -1.357007 -5.339308 -0.27 0.11 -1.46 -0.27
C -0.713892 -2.418596 -5.637838 -0.26 0.62 0.10 -0.06
C 1.292468 -2.614453 -2.475792 0.40 1.17 0.03 -0.09
H 1.370678 -1.681285 -5.542312 -0.05 -0.22 0.50 0.12
H 0.207456 -0.553326 -6.069185 -0.05 0.19 0.38 0.12
H -1.598590 -2.275277 -5.015899 0.24 -0.03 0.47 0.07
H -0.342699 -3.434454 -5.534122 -0.15 -0.07 -0.20 0.07
H -1.140348 -2.184399 -6.615248 0.43 -0.61 -0.28 0.08
H 0.240962 -2.781479 -2.261496 0.01 -0.27 -0.09 0.05
H 1.885360 -2.711958 -1.567193 -0.04 0.13 0.05 0.06
H 1.749393 -3.208641 -3.262302 -0.33 -0.10 -0.13 0.07
C 2.833646 3.994861 0.143582 0.96 -0.24 0.02 -0.13
O 1.916714 3.277072 0.978340 -0.59 -0.61 -1.08 -0.42
C 2.052570 3.525882 2.360088 -0.82 -0.46 1.14 -0.21
C 2.487557 2.256619 3.060716 1.09 0.85 0.16 -0.20
O 1.675125 1.154850 2.679026 -0.01 0.29 -0.27 -0.36
C 1.683025 0.158125 3.704108 -0.57 -0.92 0.56 -0.20
C 0.489986 0.286021 4.645465 0.50 -0.07 -0.06 -0.19
O 0.873816 1.046525 5.771147 0.24 0.95 -0.30 -0.20
C 0.048047 0.954813 6.894554 0.21 -0.39 0.79 -0.12
H 2.723814 5.063744 0.314752 0.03 0.02 0.14 0.10
H 2.705627 3.799851 -0.916719 -0.63 -0.26 0.18 0.03
H 3.832611 3.618530 0.380054 0.10 0.37 0.13 0.08
H 1.066570 3.826022 2.725334 -0.04 -0.12 -0.08 0.09
H 2.723622 4.338317 2.642485 0.30 -0.05 -0.57 0.14
H 2.494715 2.425780 4.141068 -0.67 -0.09 0.01 0.13
H 3.547119 2.052705 2.859066 -0.15 -0.29 -0.51 0.12
H 2.594256 0.208498 4.300111 0.17 0.17 -0.20 0.14
H 1.629948 -0.835849 3.265304 0.12 0.26 -0.45 0.05
H 0.243022 -0.721981 5.004351 -0.36 0.04 -0.26 0.13
H -0.303039 0.761271 4.056815 -0.33 -0.24 0.37 0.08
H 0.533718 1.493962 7.712352 0.16 -0.05 -0.17 0.09
H 0.001011 -0.103285 7.195572 -0.40 0.15 0.06 0.09
H -0.952344 1.397369 6.827199 -0.01 -0.20 -0.56 0.09
```
Positions in Å, forces in eV/Å.

largest force on an atom	0.0393	Eh/bohr
ΔE to the lowest compared entry with this formula, charge and spin	0.0	kJ/mol
frontier orbital gap	8.532	eV
highest occupied orbital energy	-8.71	eV